[1]
This record from the Open Molecules 2025 dataset describes a 2-piece molecular cluster, C6H10N2O3 overall in a non-equilibrium geometry. The level of theory is ωB97M-V with the def2-TZVPD basis set.

Last column: natural (NBO) charge in e.
Element x y z (Å)
N -2.80 -1.46 -0.45  -1.083
C 0.86 2.07 0.17  -0.284
H -0.80 -2.84 0.49  0.532
H -3.76 -1.50 -0.66  0.359
O 0.22 -1.61 1.51  -0.618
H 2.70 -0.41 1.74  0.252
O -0.64 -3.20 -0.33  -0.626
C 1.32 1.35 1.30  -0.488
H -2.33 -2.24 -0.80  0.364
H 0.46 1.30 1.93  0.260
C 0.85 -3.05 -2.18  0.127
H 0.81 3.11 0.23  0.196
C 0.96 -1.10 0.72  0.760
N 1.32 -3.35 -3.18  -0.261
H -2.42 -0.55 -0.93  0.356
C 1.99 -0.03 0.96  -0.494
H 2.11 1.92 1.93  0.217
C 0.39 -2.66 -0.97  0.460
H 2.53 0.05 0.08  0.230
O 1.06 -1.50 -0.55  -0.447
H 0.51 1.42 -0.68  0.189

For the relative energy (zero: lowest compared OMol25 entry of this formula, charge and spin), the calculation gives 788.0 kJ/mol. The HOMO energy is -5.9 eV. As for the frontier orbital gap: 3.04 eV.

=====

[2]
This record from the Open Molecules 2025 dataset describes CH9N2 as an isolated structure in a non-equilibrium geometry. The level of theory is ωB97M-V with the def2-TZVPD basis set.

Last column: natural (NBO) charge in e.
Element x y z (Å)
N -0.11 0.88 0.41  -0.773
H 2.38 -1.16 -0.05  0.425
N 1.45 -1.01 -0.43  -0.977
H 0.06 1.77 -0.04  0.413
H -1.52 0.04 -0.89  0.209
H 0.73 -0.11 0.18  0.434
H -1.73 -0.40 0.83  0.220
H 0.90 -1.87 -0.36  0.416
H 0.00 1.02 1.41  0.406
C -1.50 0.41 0.14  -0.419
H 1.54 -0.77 -1.41  0.417
H -2.20 1.20 0.21  0.229

For the relative energy (zero: lowest compared OMol25 entry of this formula, charge and spin), the calculation gives 30.2 kJ/mol. The HOMO energy is -15.8 eV. As for the frontier orbital gap: 12.41 eV. As for the total charge: +1.

=====

[3]
This record from the Open Molecules 2025 dataset describes C31H46N2OOsPSSi as an isolated structure in a non-equilibrium geometry. The level of theory is ωB97M-V with the def2-TZVPD basis set.

Last column: Mulliken charge in e.
Element x y z (Å)
H 2.06 1.30 0.75  -0.079
H -1.76 1.77 -3.95  0.507
H -4.76 3.25 3.39  0.382
H -3.24 -1.46 3.84  0.401
C 2.24 2.31 0.37  -1.122
H 0.34 -0.44 4.54  0.492
H -2.61 0.12 4.35  0.311
H -3.15 -3.09 2.35  0.309
H 3.68 0.55 -1.52  0.211
H -3.65 4.61 3.53  0.327
H 0.28 -5.74 0.71  0.465
H -3.54 1.30 2.81  0.216
H 2.85 0.07 -4.32  0.291
H 0.10 -1.82 -2.75  0.920
H 3.52 -4.77 3.36  0.430
H -2.77 -3.37 0.64  0.286
C 0.95 -5.04 1.19  -1.014
H -4.80 4.56 2.20  0.384
C -1.21 -1.02 3.14  0.906
H 3.34 3.63 -1.75  0.404
H -4.44 -3.17 1.15  0.499
H 1.75 3.01 1.05  0.342
C 1.83 3.43 -3.25  0.654
H 2.03 -3.92 -2.48  0.335
C 3.61 -0.49 -1.22  -0.730
C -4.15 3.95 2.82  -1.636
C -1.43 3.26 0.26  -0.396
H 4.06 -1.22 -4.33  0.360
H 4.62 -0.91 -1.21  0.585
S -0.29 -3.14 -0.32  -0.763
Os 0.00 -0.79 -0.31  0.935
C 2.75 -4.50 2.66  -0.863
H -0.33 0.91 3.62  0.290
C -3.70 -0.98 -0.38  -1.444
C -3.14 3.22 1.98  0.173
C 0.44 1.95 -1.35  -0.799
H 3.22 -0.53 -0.20  0.052
H 1.93 4.97 -4.74  0.379
C 2.83 -3.29 -2.09  -1.030
H -3.75 0.10 -0.53  0.281
H -2.01 -1.36 5.10  0.480
C -2.34 -0.92 4.16  -1.603
H -0.85 3.81 -0.46  0.598
C -2.37 3.91 1.04  -1.254
C 0.57 2.91 -3.53  -0.984
C 0.84 -3.69 0.84  0.821
H -0.87 -2.06 3.08  0.346
N -0.27 1.19 -0.35  1.182
Si 2.53 -1.46 -2.41  0.048
C 2.60 -3.18 2.32  -0.374
H 0.13 3.09 -4.51  0.469
C -1.53 1.67 -2.90  -1.263
H 3.76 -3.60 -2.57  0.444
C -0.02 -0.13 3.56  -1.360
C -0.15 2.19 -2.59  0.947
C -3.35 -1.32 1.07  0.534
H -1.62 0.62 -2.62  0.124
H 0.80 -0.21 2.85  0.134
C 3.00 -1.00 -4.16  -1.150
H 0.51 -0.12 -2.89  0.157
H -2.95 -1.39 -1.06  0.211
H 2.41 -1.54 -4.90  0.340
O 1.54 -1.49 1.17  -0.783
P -1.68 -0.60 1.41  0.046
N 1.65 -2.80 1.44  0.857
H 3.31 2.51 0.40  0.423
H -2.51 4.97 0.91  0.447
C 0.68 -1.02 -2.28  -0.580
C -2.94 1.85 2.10  -0.629
H -2.28 2.22 -2.33  0.300
C 2.37 3.21 -1.99  -0.842
C -3.42 -2.82 1.32  -1.525
H 3.45 4.72 -3.86  0.393
H 1.98 -6.50 2.37  0.437
H -4.67 -1.41 -0.64  0.548
H -4.04 -0.80 1.74  0.656
C -1.99 1.18 1.35  0.235
C 2.58 4.22 -4.29  -1.605
H 2.93 3.57 -5.09  0.298
H 2.93 -3.50 -1.02  0.236
C -1.22 1.88 0.40  0.575
C 1.90 -5.45 2.09  -0.354
C 1.69 2.48 -1.02  0.295
H 3.19 -2.38 2.73  0.475

For the relative energy (zero: lowest compared OMol25 entry of this formula, charge and spin), the calculation gives 190.3 kJ/mol. The HOMO energy (spin up / spin down) is -10.6 / -10.6 eV. As for the frontier orbital gap (spin up / spin down): 6.08 / 6.06 eV. As for the total charge: +1.

=====

[4]
This record from the Open Molecules 2025 dataset describes C23H29BN9S3Tl as an isolated structure. The level of theory is ωB97M-V with the def2-TZVPD basis set.

Last column: Mulliken charge in e.
Element x y z (Å)
H -4.59 2.99 -2.13  0.345
B 2.68 -1.21 -2.70  0.249
C -2.15 -2.96 2.48  -0.365
H -3.49 5.53 -1.21  0.377
C -3.64 3.42 -1.84  -0.551
N -0.92 -1.75 0.83  -0.176
H -2.47 -0.67 -4.54  0.322
C -2.73 4.97 1.47  -0.935
H 2.23 2.71 6.55  0.424
S 2.52 0.12 0.34  -0.299
C -3.80 4.56 -0.82  -0.620
N 2.84 0.31 -2.38  -0.042
H 3.76 4.03 -0.63  0.350
C 1.22 1.73 3.48  0.667
H -0.14 -0.68 5.46  0.467
H 3.52 3.43 -3.06  0.497
H -0.97 -2.46 -1.10  0.240
S -1.48 2.14 1.28  -0.430
C 2.81 0.90 -1.18  -0.247
S -0.34 0.63 -2.23  -0.422
C 3.13 1.26 -3.32  -0.422
H -1.76 4.79 1.91  0.337
H -2.95 -2.24 -3.86  0.333
C -1.34 -2.61 -0.10  0.115
C -2.62 -3.83 1.51  -0.559
H 3.57 2.76 0.60  0.386
N -0.98 -1.71 -3.48  0.273
H 3.27 -1.40 -3.73  -0.128
C -2.43 2.94 0.08  0.613
Tl 0.06 0.32 0.31  1.158
C 0.51 0.59 3.85  0.055
N 1.15 -1.59 -3.00  0.619
H 2.14 3.59 -0.06  0.260
C 0.41 0.21 5.19  -0.413
C -2.37 -1.34 -3.68  -0.842
H -4.82 4.64 -0.44  0.334
H 1.72 -3.48 -3.81  0.553
H 3.25 1.01 -4.36  0.519
H 2.40 3.38 4.18  0.414
C -0.01 -0.94 -2.91  -0.434
N 3.06 2.21 -1.35  0.291
C -2.19 -3.66 0.20  -0.676
H -3.10 3.73 -2.73  0.299
C 3.27 2.46 -2.69  -0.474
H -2.58 1.53 -1.42  -0.024
N -0.77 -1.14 3.16  -0.674
N -2.90 4.16 0.27  0.025
H -3.28 -4.64 1.78  0.446
H 1.32 2.00 2.44  0.081
C -1.30 -1.94 2.10  0.031
C 1.03 0.98 6.15  -0.645
C 1.84 2.49 4.46  -0.978
N -2.85 2.44 -1.07  0.202
H -2.81 6.02 1.18  0.331
H -3.51 4.75 2.20  0.343
C -0.40 -2.87 -3.93  -0.417
C 0.91 -2.79 -3.62  -0.711
H -2.39 -3.07 3.53  0.552
N -0.09 -0.17 2.80  0.727
H -2.75 -0.84 -2.79  0.274
H -2.50 -4.35 -0.58  0.484
H 0.96 0.69 7.19  0.402
H -0.96 -3.63 -4.45  0.503
C 1.74 2.12 5.79  -0.493
H 3.06 -1.89 -1.80  -0.053
C 3.14 3.21 -0.29  -0.870

The HOMO energy is -13.7 eV. As for the frontier orbital gap: 7.27 eV. As for the total charge: +2.

=====

Question: Number 3 is which compound?
Answer: C31H46N2OOsPSSi